C18H10F5N3OPdS | the ωB97M-V functional and the def2-TZVPD basis

Summary:
* energy above the lowest of the compared OMol25 structures with the same formula, charge and spin: 0.0 kJ/mol
* net charge: +2
* frontier orbital gap (spin up / spin down): 6.05 / 6.12 eV
* HOMO (spin up / spin down): -15.927 / -16.205 eV

Structure (XYZ):
```
39
C18H10F5N3OPdS | OMol25 | the ωB97M-V functional and the def2-TZVPD basis
Pd 0.93742 0.40254 -0.04423
O -0.73521 -2.42348 2.08578
C 0.03169 -1.61246 1.65876
N -0.39912 -0.47120 0.96122
C -1.72821 -0.45690 0.35974
C -1.84978 0.80742 -0.43408
C -3.05512 1.39073 -0.77545
C -3.05190 2.58042 -1.48574
C -1.84161 3.17219 -1.82675
C -0.67092 2.54434 -1.46395
N -0.67978 1.37632 -0.80103
C 1.51722 -1.62730 1.84288
C 2.15308 -2.49404 2.69849
C 3.53795 -2.40972 2.80912
C 4.22484 -1.46897 2.05890
C 3.52014 -0.63651 1.20509
N 2.19132 -0.72149 1.10928
H -2.46888 -0.49264 1.16277
H -1.89452 -1.33987 -0.26745
H -3.98225 0.92501 -0.47033
H -3.98680 3.05444 -1.75357
H -1.80114 4.11439 -2.35419
H 0.29695 2.97074 -1.68909
H 1.56528 -3.20780 3.25999
H 4.07243 -3.07234 3.47642
H 5.29919 -1.37282 2.12416
H 4.01631 0.10503 0.59259
F -0.60958 0.47644 -6.93182
C -0.06829 0.26806 -5.77196
C -0.17581 -0.99655 -5.18420
F -0.82563 -1.95152 -5.80894
C 0.39918 -1.20620 -3.95466
F 0.29250 -2.38291 -3.38411
C 1.09733 -0.16701 -3.27808
S 1.93051 -0.50958 -1.85664
C 1.17406 1.10248 -3.91105
F 1.82964 2.08128 -3.31634
C 0.60711 1.32207 -5.13738
F 0.68462 2.49321 -5.73066
```


C5H9NOSe | the ωB97M-V functional and the def2-TZVPD basis

Summary:
* frontier orbital gap (spin up / spin down): 7.70 / 6.53 eV
* HOMO (spin up / spin down): -7.041 / -8.753 eV
* spin multiplicity: 3

Structure (XYZ):
```
17
C5H9NOSe | OMol25 | the ωB97M-V functional and the def2-TZVPD basis
C 0.64892 -0.56852 -0.66256
C -0.41389 -2.44546 0.61660
C -0.26707 0.69843 -0.12051
C 0.30694 1.05017 1.27123
C -0.05321 1.81559 -1.11823
N 0.48369 -1.85218 -0.18067
O 1.40885 -0.36257 -1.55283
Se -2.16876 0.03218 0.03560
H -1.02219 -3.23727 0.29413
H -0.49768 -2.14290 1.64631
H -0.51447 1.21860 1.90828
H 0.92493 1.94622 1.41050
H 0.78743 0.08822 1.45442
H -1.07147 2.24302 -1.23589
H 0.27001 1.47828 -2.10088
H 0.56579 2.61240 -0.71822
H 0.61218 -2.57424 -0.94727
```


C29H43N3O7P2Pr | the ωB97M-V functional and the def2-TZVPD basis

Summary:
* net charge: +1
* frontier orbital gap (spin up / spin down): 4.90 / 4.95 eV
* HOMO (spin up / spin down): -10.334 / -10.355 eV
* spin multiplicity: 3

Structure (XYZ):
```
85
C29H43N3O7P2Pr | OMol25 | the ωB97M-V functional and the def2-TZVPD basis
Pr 1.33953 -0.42763 0.47241
C -1.19510 -0.94742 2.16472
C -0.91121 -2.08695 1.34887
C 0.80898 -1.84250 2.83101
C -0.11852 -0.77757 3.06873
C 0.30537 -2.67126 1.78323
C -2.54361 -0.36862 2.34620
H -2.88209 0.17551 1.44989
H -2.54724 0.33389 3.19519
H -3.28447 -1.16730 2.55917
C -0.21154 0.07926 4.27823
H -0.73749 -0.42691 5.12449
H -0.76181 1.01176 4.03620
H 0.80982 0.33356 4.60140
C 1.96546 -2.25423 3.64749
H 1.75595 -2.13131 4.71922
H 2.85406 -1.65389 3.36745
H 2.25575 -3.29152 3.41853
C 0.74438 -4.05895 1.45012
H -0.02887 -4.81935 1.66890
H 1.63429 -4.33153 2.02755
H 1.01334 -4.11776 0.38323
C -1.93109 -2.77440 0.52892
H -1.63689 -3.80104 0.27590
H -2.09965 -2.24656 -0.41869
H -2.88397 -2.81777 1.07825
C -3.33347 1.33220 -0.58935
C -4.43278 0.58053 -0.75321
C -4.86315 -0.26654 -1.91197
C -3.85523 -0.41499 -3.07429
C -2.74857 -1.28864 -2.64755
C -1.52663 -0.89941 -2.26434
C -1.20488 0.19245 -1.24940
C -2.10006 1.45455 -1.42582
H -5.79397 0.13662 -2.32736
H -3.50782 0.55201 -3.46406
H -5.10019 -1.27548 -1.54163
H -2.26848 1.70887 -2.48253
H -3.29364 1.99105 0.29487
H -5.17406 0.60165 0.05384
H -1.55338 2.31883 -0.99626
H -1.39015 -0.19350 -0.21275
H -0.69120 -1.53937 -2.53343
H -0.13952 0.52833 -1.36401
H -4.36043 -0.95161 -3.89261
H -3.03572 -2.34802 -2.63827
P -0.29244 1.20592 -4.17809
C -0.14017 2.82955 -5.05168
C -1.17250 0.33162 -5.57785
P 2.17811 -0.62203 -3.18788
C 1.44599 0.65641 -4.37525
C 1.36544 -2.14573 -3.81096
C 3.73351 -0.77420 -4.22585
H 0.85048 3.28014 -4.91505
H -0.90211 3.53488 -4.69511
H -0.30798 2.62577 -6.11565
H -0.87249 0.75819 -6.54873
H -2.26178 0.47501 -5.46951
H -0.95946 -0.74633 -5.58776
H 3.51780 -0.53520 -5.27595
H 4.13398 -1.79569 -4.19569
H 4.48968 -0.06301 -3.86343
H 2.06561 1.57035 -4.25381
H 1.57297 0.36357 -5.43704
H 2.14149 -2.89365 -4.00545
H 0.78073 -1.98500 -4.72804
H 0.70358 -2.58625 -3.05801
O 3.12734 4.55482 6.70115
N 2.80193 4.66597 5.50225
O 2.57406 5.76545 4.95011
C 2.73515 3.46496 4.70273
C 3.00553 2.20190 5.26669
C 3.05481 1.04975 4.48867
C 2.66750 1.10174 3.10454
O 2.88668 0.13921 2.23236
C 2.06071 2.35820 2.69929
C 2.32019 3.54948 3.37718
N 1.39745 2.46321 1.44453
O 1.39571 3.49925 0.79637
O 0.46540 1.49207 1.17636
N 3.45608 -0.20286 5.27685
O 2.62318 -0.68402 6.09859
O 4.61213 -0.63627 5.13880
H 3.25660 2.10010 6.32996
H 2.14908 4.49373 2.88385
```


C28H26F6N4O4S4V | the ωB97M-V functional and the def2-TZVPD basis

Summary:
* net charge: -2
* frontier orbital gap (spin up / spin down): 5.85 / 5.35 eV
* HOMO (spin up / spin down): -1.614 / -1.115 eV
* spin multiplicity: 2

Structure (XYZ):
```
73
C28H26F6N4O4S4V | OMol25 | the ωB97M-V functional and the def2-TZVPD basis
V 0.05797 0.80038 1.21003
F -5.41465 -2.41098 0.63942
C -4.99760 -1.21121 1.06731
F -5.96345 -0.68854 1.83183
F -4.83767 -0.42590 0.00137
S -3.42536 -1.40541 2.00522
O -2.48765 -1.83544 1.01268
O -3.79130 -2.26342 3.08734
N -3.18917 0.06063 2.56608
S -2.46655 1.24467 1.86795
O -1.42586 1.87497 2.65588
O -2.10745 1.11127 0.47086
C -3.79701 2.51058 1.88584
F -4.86348 2.10213 1.19545
F -3.34306 3.63668 1.32570
F -4.18501 2.79027 3.13183
S 0.13601 -1.04386 2.82293
C 1.59467 -0.75362 3.72169
C 1.93490 -1.63299 4.75820
C 3.07318 -1.47266 5.53161
C 3.36306 -2.41417 6.57919
N 3.58547 -3.17318 7.41635
C 3.93003 -0.38891 5.27476
C 3.60732 0.48978 4.24856
C 2.46088 0.34238 3.46591
S 2.16175 1.48217 2.17578
C 5.12091 -0.17667 6.04951
N 6.08189 0.00723 6.65809
H 1.27584 -2.46837 4.95842
H 4.26664 1.32413 4.04469
C -0.48829 3.34492 -4.74414
C -0.24357 3.15403 -3.26637
C -0.28449 4.24553 -2.40410
C -0.01871 4.04996 -1.04973
C -0.05831 5.20803 -0.08442
C 0.27769 2.78567 -0.58063
C 0.26427 1.62529 -1.41048
C 0.02128 1.88166 -2.78642
N 0.43897 0.43196 -0.79151
C 0.51007 -0.82997 -1.51795
C 1.67038 -0.85968 -2.53150
C 1.75020 -2.22470 -3.22367
C 2.03570 -3.30874 -2.18149
C 0.90826 -3.31202 -1.14644
C -0.41454 -3.64727 -1.84146
C -0.71451 -2.56898 -2.88604
C 0.41742 -2.52739 -3.92010
C -0.82590 -1.20574 -2.19562
C 0.79664 -1.93378 -0.48950
H -0.81360 4.36397 -4.95883
H -1.25613 2.65817 -5.10711
H 0.42098 3.15271 -5.31962
H -0.50481 5.23833 -2.78279
H 0.03801 6.16125 -0.60733
H 0.74287 5.13165 0.65213
H -1.00325 5.21756 0.46468
H 0.58748 2.74612 0.47046
H 0.01560 1.07019 -3.49698
H 2.59377 -0.65648 -1.97968
H 1.56948 -0.07291 -3.27956
H 2.55446 -2.20668 -3.96843
H 2.99332 -3.10806 -1.69094
H 2.10907 -4.29053 -2.66590
H 1.11545 -4.05621 -0.37177
H -1.22034 -3.68000 -1.10333
H -0.35265 -4.63276 -2.32023
H -1.66028 -2.79888 -3.38973
H 0.20718 -1.75545 -4.66960
H 0.48071 -3.48705 -4.44742
H -1.59247 -1.23253 -1.41497
H -1.13262 -0.45092 -2.91928
H 1.71606 -1.68393 0.04857
H -0.00614 -1.94829 0.24878
```


C27H50BCl20NO7S3 | the ωB97M-V functional and the def2-TZVPD basis

Summary:
* SMILES: CB(O)[C@H]1CS(=O)(=O)OC[C@@]1(CCCSC(=S)N1CCOCC1)CCOC(C)=O.ClCCl.ClCCl.ClCCl.ClCCl.ClCCl.ClCCl.ClCCl.ClCCl.ClCCl.ClCCl
* frontier orbital gap: 8.23 eV
* HOMO: -8.487 eV

Structure (XYZ):
```
109
C27H50BCl20NO7S3 | OMol25 | the ωB97M-V functional and the def2-TZVPD basis
C 1.06047 -4.01902 -0.56957
B 1.73101 -2.62622 -0.84449
O 3.09849 -2.61052 -0.81329
C 0.91334 -1.26554 -1.08348
C 1.93968 -0.12834 -1.22448
S 1.14298 1.43727 -1.51915
O 1.63445 2.04741 -2.70459
O 1.23436 2.22404 -0.34325
O -0.37495 1.02230 -1.65580
C -0.53030 0.03257 -2.69883
C -0.09950 -1.35118 -2.23646
C -1.39194 -2.07602 -1.80883
C -2.05511 -1.55583 -0.52014
C -1.94621 -2.58220 0.60949
S -3.58964 -3.02413 1.22718
C -3.43863 -4.27602 2.46440
S -4.58348 -4.30999 3.60049
N -2.43104 -5.25234 2.44601
C -1.16232 -4.74596 2.95433
C -0.05970 -5.80489 2.79280
O -0.61463 -7.04454 2.46931
C -1.16683 -6.92441 1.18104
C -2.35942 -5.96808 1.16828
C 0.41377 -2.07401 -3.47799
C 1.64207 -1.48719 -4.16099
O 2.77396 -2.33989 -3.89308
C 3.96367 -1.85808 -4.35625
C 5.13055 -2.61925 -3.82299
O 4.06415 -0.89242 -5.17216
H 0.53888 -3.95334 0.37735
H 0.41541 -4.33485 -1.37324
H 1.82624 -4.76882 -0.45284
H 3.47042 -2.13629 -1.57299
H 0.43718 -1.06491 -0.13565
H 2.42541 -0.01095 -0.27410
H 2.69233 -0.32306 -1.96627
H -1.56207 0.05273 -2.97594
H 0.02391 0.37711 -3.56268
H -2.08673 -1.89622 -2.61362
H -1.24693 -3.13987 -1.79615
H -3.09555 -1.31918 -0.67741
H -1.58181 -0.66241 -0.16320
H -1.46927 -3.47641 0.26156
H -1.32721 -2.20889 1.40724
H -1.28628 -4.55861 4.00901
H -0.80741 -3.82985 2.49074
H 0.62870 -5.47268 2.01837
H 0.50370 -5.86129 3.70664
H -1.45472 -7.90987 0.86713
H -0.40429 -6.56693 0.49354
H -2.31553 -5.31260 0.30422
H -3.24008 -6.58259 1.11715
H -0.38553 -2.01147 -4.20181
H 0.54419 -3.12430 -3.29960
H 1.47293 -1.51092 -5.22277
H 1.84309 -0.45765 -3.91840
H 4.86667 -3.09543 -2.88894
H 5.95693 -1.95821 -3.65723
H 5.38969 -3.41405 -4.49561
Cl -3.80262 0.64612 3.15761
C -3.57258 -0.43658 4.53355
Cl -2.08875 -1.39082 4.38158
H -3.51572 0.16877 5.42541
H -4.40813 -1.12601 4.59233
Cl -3.59181 2.63040 -0.36812
C -2.10457 3.01047 0.51584
Cl -2.41390 3.31133 2.22235
H -1.43847 2.17007 0.43930
H -1.64891 3.89159 0.07985
Cl -2.36846 -0.69740 7.60526
C -0.82168 -0.52218 8.44316
Cl 0.06532 0.90307 7.89344
H -1.01133 -0.42558 9.50461
H -0.22267 -1.40193 8.24339
Cl -3.06149 3.93684 -5.53336
C -3.44004 3.21730 -3.96485
Cl -3.11582 1.47710 -3.91830
H -2.83871 3.69435 -3.20136
H -4.49275 3.37311 -3.76627
Cl 4.60456 -6.06519 -1.98318
C 4.75411 -5.46435 -0.32645
Cl 3.50174 -6.12606 0.72976
H 5.72259 -5.75093 0.06392
H 4.64556 -4.38705 -0.34010
Cl 2.74579 3.11250 -6.26241
C 4.26455 3.35412 -5.38337
Cl 5.08503 4.83383 -5.89768
H 4.04176 3.43002 -4.32554
H 4.91416 2.50789 -5.57214
Cl 0.20201 5.94483 -5.41261
C 1.71503 6.20013 -4.53575
Cl 2.54931 7.66697 -5.06130
H 1.49314 6.28865 -3.47944
H 2.36067 5.35148 -4.71612
Cl -1.18339 6.77293 1.61067
C -0.77266 6.63029 3.32351
Cl -0.87918 8.18174 4.16036
H -1.46496 5.93699 3.78505
H 0.24114 6.26098 3.40479
Cl 2.00221 6.40073 5.65953
C 2.04061 7.61650 6.94156
Cl 0.84480 7.28696 8.19858
H 3.02605 7.61223 7.38973
H 1.82576 8.58322 6.50326
Cl -5.57249 8.09619 -0.39594
C -4.69431 8.48081 1.09069
Cl -5.47919 7.77979 2.51100
H -3.69119 8.08131 1.01573
H -4.66158 9.55674 1.20651
```


C14H27ClNO5S | the ωB97M-V functional and the def2-TZVPD basis

Summary:
* frontier orbital gap (spin up / spin down): 9.36 / 9.75 eV
* HOMO (spin up / spin down): -8.787 / -9.771 eV
* spin multiplicity: 2

Structure (XYZ):
```
49
C14H27ClNO5S | OMol25 | the ωB97M-V functional and the def2-TZVPD basis
C -3.03304 1.54666 -2.03994
C -2.09185 1.47637 -3.23444
Cl -1.38275 3.09805 -3.48670
C -1.01468 0.41681 -3.01186
C 0.06760 0.45507 -4.07646
C 1.37899 1.06733 -3.70239
O 2.17366 0.87625 -4.89999
S 1.61979 -0.40787 -5.68225
O 2.62476 -1.39740 -5.79867
O 0.96086 0.02553 -6.86720
O 0.53465 -0.83286 -4.58084
H -3.32141 0.54972 -1.72025
H -3.90905 2.13054 -2.31125
H -2.55459 2.08148 -1.22322
H -2.67248 1.20217 -4.11245
H -0.59029 0.61083 -2.02399
H -1.48228 -0.56395 -2.98315
H -0.35928 0.94621 -4.95297
H 1.31780 2.08735 -3.34705
H 1.86958 0.45457 -2.94564
C -0.38353 -2.34043 3.40827
C 0.46972 -1.82294 2.22691
C 1.87845 -1.46944 2.70586
C 1.94251 -0.18471 3.52985
C 1.28087 0.97432 2.78572
C -0.14186 0.65950 2.32556
N -0.17775 -0.63764 1.58266
O 0.25668 -0.48026 0.37729
C -1.09273 0.63257 3.53502
C -0.65179 1.77501 1.42077
C 0.54861 -2.96446 1.22015
H -0.08320 -1.92387 4.36844
H -1.44079 -2.12491 3.25636
H -0.28821 -3.42135 3.49794
H 2.53419 -1.36026 1.83629
H 2.27004 -2.30723 3.28647
H 1.47150 -0.32853 4.50587
H 2.98565 0.06336 3.73250
H 1.25891 1.86272 3.41996
H 1.89441 1.22881 1.91567
H -2.08865 0.30250 3.23704
H -1.18643 1.63824 3.94409
H -0.75208 -0.00069 4.34938
H 0.00835 1.95320 0.57370
H -0.71459 2.69984 1.99276
H -1.64741 1.54251 1.03896
H -0.44107 -3.21876 0.83766
H 0.96166 -3.84324 1.71342
H 1.19250 -2.72676 0.37616
```


C11H8Cl2MoN3O2S3 | the ωB97M-V functional and the def2-TZVPD basis

Summary:
* energy above the lowest of the compared OMol25 structures with the same formula, charge and spin: 146.7 kJ/mol
* net charge: +1
* frontier orbital gap (spin up / spin down): 5.92 / 6.12 eV
* HOMO (spin up / spin down): -10.926 / -10.893 eV
* spin multiplicity: 3

Structure (XYZ):
```
30
C11H8Cl2MoN3O2S3 | OMol25 | the ωB97M-V functional and the def2-TZVPD basis
Mo 0.84307 0.78762 -1.17158
Cl 2.48464 3.26424 2.72257
C 1.38706 1.95714 2.80067
C 0.89542 1.52420 4.05959
C 0.02591 0.48403 4.15016
Cl -0.54581 -0.01854 5.69705
C -0.42301 -0.20056 2.98233
C -1.31188 -1.29004 2.93984
C -1.64395 -1.83553 1.72858
C -1.09744 -1.29942 0.55518
N -0.26020 -0.28160 0.55380
C 0.07598 0.25655 1.76333
C 0.97660 1.32068 1.67870
O 1.37962 1.63409 0.41627
H 1.22606 2.03510 4.95331
H -1.72273 -1.68783 3.85898
H -2.32208 -2.67393 1.65941
H -1.35725 -1.71798 -0.40594
S 3.41240 2.82880 -4.57112
C 2.59633 2.09381 -3.41617
S 1.26552 0.98070 -3.59346
S 2.71777 2.26638 -1.70429
N -2.10382 -0.73943 -3.56214
C -0.90999 -1.09600 -3.10538
N -0.26103 -2.14806 -3.58499
O -0.41122 -0.45217 -2.12368
H -2.51029 -1.16502 -4.37899
H -2.51366 0.11319 -3.21577
H -0.58439 -2.64741 -4.39737
H 0.69234 -2.29299 -3.28890
```


C2H8N2O2 | the ωB97M-V functional and the def2-TZVPD basis

Summary:
* energy above the lowest of the compared OMol25 structures with the same formula, charge and spin: 194.1 kJ/mol
* SMILES: NCNC=O.O
* frontier orbital gap: 10.50 eV
* HOMO: -9.793 eV

Structure (XYZ):
```
14
C2H8N2O2 | OMol25 | the ωB97M-V functional and the def2-TZVPD basis
N 0.26107 -2.34268 1.71723
C 0.33011 -0.86905 1.35626
N 0.50906 -0.57058 -0.10098
C -0.55258 -0.30567 -0.91164
O -1.52330 0.26629 -0.45556
H -0.78489 -2.44483 1.95545
H 0.14328 -2.90700 0.85859
H -0.67975 -0.37811 1.56363
H 1.11586 -0.22368 1.74932
H 1.41742 -0.36910 -0.50140
H -0.41230 -0.55726 -1.96480
O 0.39642 3.61924 -1.96001
H -0.55645 3.61238 -2.27566
H 0.33606 3.47004 -1.03044
```


For the records above, the corresponding total energy values read -1956.1910, -2727.2017, -3020.8703, -4738.6750, -12063.4374, -1838.9033, -2921.7070, -340.9565 a.u..